{
  "formula": "CH4NP",
  "method": "ωB97M-V with the def2-TZVPD basis set",
  "elements": ["C", "N", "P", "H", "H", "H", "H"],
  "positions_angstrom": [[-0.482, 0.077, -0.011], [-1.190, -0.925, 0.019], [1.329, -0.412, 0.154], [-0.947, 1.159, -0.323], [-2.218, -0.706, -0.209], [1.908, 0.297, 1.196], [1.599, 0.511, -0.825]],
  "mulliken_charge": [-0.002, -0.476, -0.101, 0.264, 0.249, 0.036, 0.030],
  "gap_ev": 10.6141,
  "charge": 0,
  "largest_force_ev_per_a": 4.36,
  "e_lumo_ev": 1.0203,
  "smiles": "[H]/N=C/P"
}